# 1
DFT (ωB97M-V/def2-TZVPD) results for 2 unconnected molecules or ions with the total composition C2H3ClNO3 at a distorted geometry.

Structure (ORCA input):
```
! RIJCOSX wB97M-V def2-TZVPD def2/J DEFGRID3
* xyz -1 1
C 1.61635 0.89111 0.02306
C -1.65875 -0.24890 -0.10729
N 1.25567 -0.42832 -0.48701
O 0.81208 1.62720 0.59564
O 2.82245 0.84940 -0.09094
O -0.72666 -0.57532 -1.11174
Cl 1.26474 -1.55326 0.64011
H -1.00294 -0.17628 0.89252
H -2.36338 -1.11640 0.03383
H -2.01955 0.73077 -0.38818
*
```

For the calculated total energy, the calculation gives -22274.4230 eV. The HOMO-LUMO gap (alpha / beta) is 8.0 / 8.0 eV. The energy above the lowest of the compared OMol25 structures with the same formula, charge and spin comes out at 70.42 kcal per mole. Its maximum force is 0.0888 hartree/bohr.

Results of the Löwdin charge analysis, in e, for atoms 1 through 6: -0.911, -0.278, -0.371, -0.020, 0.007, -0.311

# 2
DFT (ωB97M-V/def2-TZVPD) results for a molecular structure, C39H36O4S2Se2W at a distorted geometry.

Structure (ORCA input):
```
! RIJCOSX wB97M-V def2-TZVPD def2/J DEFGRID3
* xyz 2 3
W -0.76924 -0.57710 -2.28659
O -0.86050 -1.84985 -4.32095
C -1.92339 -2.70495 -4.82028
C -3.20608 -2.62085 -4.00351
C -4.24732 -3.49304 -4.75761
O -5.41795 -3.52456 -3.97266
C -3.80146 -1.21383 -3.98246
Se -2.95291 0.13701 -2.81707
C -3.09041 -3.23034 -2.60320
Se -1.50392 -2.78551 -1.51092
H -0.03884 -2.16768 -4.70783
H -1.57130 -3.73801 -4.82583
H -2.13412 -2.38920 -5.84401
H -3.83473 -4.49880 -4.89891
H -4.44503 -3.05743 -5.74442
H -6.09220 -4.05467 -4.40878
H -4.83622 -1.27227 -3.65291
H -3.78306 -0.77699 -4.98206
H -3.07233 -4.31694 -2.67524
H -3.96144 -2.95253 -2.01565
C 4.07807 -2.84925 5.04734
C 3.17734 -2.47532 3.90905
C 3.10169 -1.15892 3.45014
C 2.23723 -0.80038 2.43188
C 1.44047 -1.77913 1.85731
C 1.51255 -3.10532 2.27846
C 2.38158 -3.44561 3.29829
S 0.14619 -1.50266 0.67981
O 0.72108 -0.82416 -0.58871
C -0.91073 -0.33185 1.54816
C -1.99720 -1.08985 2.05486
C -2.91062 -0.53238 2.89316
C -2.83287 0.84103 3.20526
C -3.78525 1.43663 4.06362
C -3.75576 2.77754 4.31365
C -2.79805 3.58382 3.67058
C -1.85390 3.03284 2.85081
C -1.80045 1.63255 2.62901
C -0.76758 1.00649 1.84126
C 0.34902 1.89120 1.39982
C 1.19683 2.51927 2.36676
C 1.20448 2.13260 3.72797
C 1.98147 2.79635 4.63486
C 2.79868 3.87151 4.23472
C 2.84464 4.24203 2.92052
C 2.05633 3.57461 1.95616
C 2.08986 3.98180 0.59884
C 1.33972 3.33546 -0.33329
C 0.50036 2.28494 0.09063
S -0.47224 1.52419 -1.18493
O -1.35048 2.50208 -1.82973
C 0.86728 1.11657 -2.37374
C 2.20557 0.92674 -2.00238
C 3.15259 0.61950 -2.95294
C 2.81132 0.44226 -4.30297
C 3.86348 0.17688 -5.33610
C 1.48023 0.58640 -4.66324
C 0.48969 0.91367 -3.72438
H 4.61792 -1.98672 5.43137
H 4.80632 -3.59789 4.73200
H 3.49459 -3.28940 5.85677
H 3.72503 -0.39855 3.90412
H 2.19348 0.22586 2.09209
H 0.88373 -3.85531 1.81376
H 2.44000 -4.47507 3.62833
H -2.07234 -2.13356 1.77319
H -3.71637 -1.12463 3.30746
H -4.54620 0.80603 4.50567
H -4.47963 3.22495 4.98103
H -2.81452 4.65434 3.82554
H -1.14878 3.68653 2.35982
H 0.58702 1.30315 4.04776
H 1.96955 2.49923 5.67531
H 3.39504 4.39683 4.96831
H 3.48162 5.05423 2.59393
H 2.72488 4.81108 0.31551
H 1.34074 3.63361 -1.37378
H 2.51011 1.06536 -0.97558
H 4.19015 0.53061 -2.65695
H 4.86041 0.23421 -4.90577
H 3.79143 0.90975 -6.14047
H 3.73972 -0.80953 -5.78530
H 1.20681 0.50944 -5.70896
H -0.43092 1.35889 -4.09474
*
```

For the calculated total energy, the calculation gives -203389.7003 eV. The HOMO-LUMO gap (alpha / beta) is 6.0 / 5.9 eV. The energy above the lowest of the compared OMol25 structures with the same formula, charge and spin comes out at 58.90 kcal per mole. Its maximum force is 0.0352 hartree/bohr.

Results of the Löwdin charge analysis, in e, for atoms 1 through 6: 0.925, -0.220, -0.152, -0.563, -0.209, -0.035

# 3
DFT (ωB97M-V/def2-TZVPD) results for a molecular structure, C58H54As3I4N5STi.

Structure (ORCA input):
```
! RIJCOSX wB97M-V def2-TZVPD def2/J DEFGRID3
* xyz 0 1
Ti 0.15096 0.69246 0.72756
I -8.56543 1.64235 5.30853
C -6.74148 1.42355 4.31437
C -5.58445 1.93666 4.88212
C -4.37791 1.78953 4.21506
C -4.31150 1.13952 2.98562
C -5.48306 0.62747 2.43986
C -6.69924 0.76684 3.09493
C -3.00001 0.99759 2.29166
C -2.75253 1.76266 1.19319
C -3.71128 2.69231 0.60152
C -3.08534 3.36312 -0.36956
C -1.69246 2.92264 -0.37855
C -0.68002 3.64416 -0.92818
C -1.03060 4.90451 -1.65461
C -1.34480 4.91974 -3.00804
C -1.68310 6.10488 -3.65090
C -1.70511 7.28702 -2.93062
I -2.21691 9.07226 -3.88671
C -1.39221 7.29664 -1.57872
C -1.05742 6.10689 -0.95188
C 0.70787 3.41863 -0.67693
N 1.22343 2.39128 0.08881
C 2.58883 2.59264 0.13112
C 3.52482 1.66589 0.68151
C 4.96527 2.02584 0.55295
C 5.50162 3.09090 1.27131
C 6.84122 3.43009 1.15187
C 7.65552 2.69977 0.29906
I 9.67375 3.20388 0.11053
C 7.14312 1.63967 -0.43167
C 5.80081 1.31253 -0.30061
C 3.20527 0.49029 1.28588
C 4.16181 -0.43269 1.88554
C 3.47127 -1.40100 2.49567
C 2.05280 -1.08936 2.35525
N 1.91044 0.00923 1.50665
C 1.04753 -1.68173 3.05863
C -0.28974 -1.19060 3.13211
C -1.23807 -1.59137 4.09062
C -2.34060 -0.77679 3.93936
C -2.06014 0.10487 2.88138
N -0.78926 -0.12918 2.40404
C 1.35962 -2.85488 3.92495
C 2.22104 -2.74952 5.01289
C 2.51162 -3.84956 5.80771
C 1.92243 -5.07123 5.52234
I 2.35812 -6.73435 6.70743
C 1.03552 -5.19589 4.46333
C 0.75792 -4.08737 3.67813
C 2.91854 3.76443 -0.56683
C 1.74264 4.27658 -1.08231
N -1.54452 1.83472 0.49224
H -5.62143 2.44863 5.83397
H -3.47007 2.18614 4.65290
H -5.44623 0.10649 1.49058
H -7.60277 0.36251 2.65945
H -4.72647 2.81751 0.94107
H -3.47902 4.15040 -0.99205
H -1.33580 4.00039 -3.57561
H -1.92828 6.10073 -4.70423
H -1.41117 8.22130 -1.01832
H -0.81106 6.10553 0.10297
H 4.86029 3.65806 1.93457
H 7.24620 4.25618 1.72012
H 7.77921 1.07710 -1.10143
H 5.39146 0.49051 -0.87610
H 5.23181 -0.30518 1.85579
H 3.86375 -2.23402 3.05482
H -1.10164 -2.37575 4.81670
H -3.25942 -0.80801 4.50200
H 2.67036 -1.79081 5.24074
H 3.18694 -3.74990 6.64651
H 0.56325 -6.14602 4.25319
H 0.04196 -4.17374 2.86864
H 3.91231 4.16108 -0.69380
H 1.61961 5.16968 -1.67329
C -0.22640 1.49983 -3.40377
As 0.66417 0.35393 -2.09307
C 2.48805 0.85186 -2.54351
C 0.68504 -1.36301 -3.05221
C -0.58031 -2.23082 -3.12606
C -1.68709 -1.49016 -3.87403
C -1.03828 -2.67232 -1.73135
As -1.44296 -1.37830 -0.30632
C -3.10345 -0.60117 -0.97833
C -2.22551 -2.70471 0.88804
C -0.16307 -3.49623 -3.90885
As -1.35291 -4.97323 -4.50833
C -2.19144 -4.12029 -6.06678
C -2.94350 -4.94878 -3.35213
H -0.19391 1.03036 -4.38665
H 0.32174 2.44054 -3.42942
H -1.25746 1.69775 -3.11951
H 2.65975 0.67971 -3.60696
H 3.19195 0.26678 -1.95347
H 2.63315 1.90580 -2.31383
H 1.48310 -1.93305 -2.57694
H 1.00719 -1.11254 -4.06792
H -1.95851 -0.55938 -3.37900
H -2.58967 -2.09743 -3.94485
H -1.36338 -1.24636 -4.88872
H -0.28407 -3.33753 -1.30500
H -1.96296 -3.24247 -1.81631
H -3.64600 -1.32444 -1.58782
H -2.89939 0.30153 -1.55097
H -3.71247 -0.32221 -0.12013
H -3.11426 -3.13157 0.42085
H -2.49045 -2.24916 1.84003
H -1.50216 -3.50050 1.06684
H 0.63110 -3.99587 -3.34699
H 0.29505 -3.18549 -4.85527
H -1.41577 -3.84329 -6.78056
H -2.77524 -3.23826 -5.81086
H -2.84366 -4.85156 -6.54374
H -2.69394 -5.30249 -2.35286
H -3.64454 -5.65864 -3.79269
H -3.43088 -3.97685 -3.28803
S 3.29065 -4.64063 0.80173
C 4.28118 -3.62945 -0.15402
C 3.52790 -2.65072 -0.71475
N 2.18663 -2.69087 -0.42346
C 1.93423 -3.69375 0.36010
H 5.34405 -3.78239 -0.23544
H 3.91135 -1.86279 -1.34771
H 0.94698 -3.92673 0.73219
*
```

For the calculated total energy, the calculation gives -317344.0708 eV. The HOMO-LUMO gap (alpha / beta) is 5.2 / 5.2 eV. Its maximum force is 0.0101 hartree/bohr.

Results of the Löwdin charge analysis, in e, for atoms 1 through 6: 0.869, 0.852, -0.742, -0.143, -0.019, -0.207

# 4
DFT (ωB97M-V/def2-TZVPD) results for a single C6H6N2 molecule at a distorted geometry.

Structure (ORCA input):
```
! RIJCOSX wB97M-V def2-TZVPD def2/J DEFGRID3
* xyz 0 1
C 2.45186 -0.84799 -0.01888
C 1.78398 0.39126 -0.07621
C 0.33486 0.37108 -0.16921
C -1.65002 -0.50596 0.03735
C -1.87612 0.90346 -0.02931
C -0.62134 1.53868 -0.08126
H 3.52043 -1.11881 0.35482
H 1.83736 -1.82416 -0.05764
H 2.25888 1.34352 -0.03889
H -2.03565 -2.16654 0.15389
H -2.77613 1.53108 0.22613
H -0.50443 2.53832 -0.00357
N -0.17222 -0.82396 -0.20250
N -2.55147 -1.32999 -0.09473
*
```

Its SMILES is [H]/N=C1/C=CC(C=C)=N1. For the calculated total energy, the calculation gives -9295.8585 eV. The HOMO-LUMO gap is 8.3 eV. The energy above the lowest of the compared OMol25 structures with the same formula, charge and spin comes out at 66.55 kcal per mole. Its maximum force is 0.1318 hartree/bohr.

Results of the Löwdin charge analysis, in e, for atoms 1 through 6: 0.033, -0.101, -0.335, -0.447, -0.012, 0.050